Entry 1:
9
Properties=species:S:1:pos:R:3:forces:R:3 method="wB97M-V/def2-TZVPD" orbital_gap_ev="6.56 / 8.06" charge=0 spin_multiplicity=3 homo_ev="-6.390 / -10.735"
C 0.4340 -0.4789 -0.4010 -0.39 1.45 0.95
N 0.6892 0.4164 0.3755 -2.72 -1.70 -3.75
N -2.2536 -0.4045 0.4618 -0.27 -0.06 7.29
O -0.0574 -1.1883 -1.1823 0.53 -0.40 -0.13
O -3.0110 -1.4573 0.9132 0.60 -0.73 -1.76
Cl -3.1436 0.8771 -0.5088 -1.46 2.01 -2.78
H -2.1546 0.2293 1.7491 0.91 -1.64 -3.16
H 1.2967 0.6292 1.0490 2.82 0.63 2.82
H -3.3400 -1.9282 0.1099 -0.01 0.44 0.51


Entry 2:
40
Properties=species:S:1:pos:R:3:forces:R:3 method="wB97M-V/def2-TZVPD" orbital_gap_ev=8.07 charge=+3 spin_multiplicity=1 homo_ev=-20.984
W -0.6076 0.2661 -0.2931 -0.31 0.29 -0.02
O -1.0956 -0.7734 1.4757 -0.07 0.04 0.01
C -1.1484 -2.2446 1.4565 0.04 0.03 0.03
C -2.1220 -2.5838 0.3614 -0.01 -0.03 -0.06
N -1.8130 -1.7313 -0.8464 0.00 0.02 0.06
C -1.0366 -2.4631 -1.8693 -0.02 -0.05 0.02
C -0.3598 -1.4608 -2.7694 0.07 0.10 0.04
O -0.0464 -1.4813 -3.8819 0.00 -0.03 -0.01
O -0.0642 -0.2749 -1.9384 -0.16 -0.11 -0.21
C -3.0961 -1.2341 -1.4425 0.15 -0.02 0.01
C -3.5437 -0.0815 -0.5791 -0.07 -0.07 -0.02
O -4.5229 0.1626 -0.0122 -0.03 0.09 -0.08
O -2.3478 0.7726 -0.4367 0.33 -0.16 0.05
H -1.5218 -0.3366 2.2347 0.12 -0.02 0.02
H -1.4630 -2.5970 2.4364 -0.01 -0.01 -0.01
H -0.1292 -2.5761 1.2624 0.00 -0.01 0.01
H -3.1401 -2.3651 0.6823 0.00 0.01 0.02
H -2.0741 -3.6419 0.1001 -0.02 0.00 -0.01
H -1.6675 -3.1205 -2.4699 0.01 -0.01 0.00
H -0.2581 -3.0638 -1.3917 0.00 0.00 0.00
H -3.8544 -2.0162 -1.4731 -0.01 0.00 0.01
H -2.9179 -0.8627 -2.4550 -0.03 0.01 -0.01
C 3.2107 2.5095 -0.5291 0.02 0.01 0.02
C 2.3501 2.1531 0.6821 -0.02 -0.01 -0.02
O 2.7718 2.7112 1.9045 -0.02 0.03 0.00
P 2.3729 0.3381 1.0693 -0.11 -0.06 -0.12
O 3.6709 -0.3064 0.5545 0.02 0.04 -0.03
O 2.1261 0.1389 2.5813 0.03 -0.06 0.04
O 1.2181 -0.3583 0.3135 0.10 0.14 0.01
P 0.5839 2.5793 0.3860 0.01 -0.14 0.05
O 0.4510 4.0817 0.5853 0.00 0.03 -0.06
O 0.1453 1.9713 -1.0005 0.09 -0.07 0.17
O -0.3028 1.6244 1.2368 -0.07 0.03 0.05
H 4.2513 2.2647 -0.3173 0.00 0.00 -0.01
H 3.1404 3.5804 -0.7318 0.00 0.00 0.01
H 2.9022 1.9713 -1.4262 -0.01 -0.01 0.01
H 3.2527 3.5434 1.7668 0.00 -0.02 0.01
H 4.4711 -0.4320 1.0914 0.00 -0.04 0.02
H 2.5636 0.7153 3.2333 -0.01 0.05 -0.01
H -0.3489 4.6217 0.4494 -0.01 0.00 0.02


Total energy values, unit a.u., following the record order: -759.807422; -2021.091330.
Relative energy (zero: lowest compared OMol25 entry of this formula, charge and spin) values, unit eV, following the record order: 2.309; 0.000.